This record from OMol25 describes a molecular structure, C2H3N4 at a distorted geometry. The level of theory is ωB97M-V with the def2-TZVPD basis set.

Geometry (Å):
C 2.393 0.931 -0.252
C 0.055 -0.032 -0.115
N 3.477 -0.580 0.161
N 2.253 -1.000 0.382
N 3.626 0.623 -0.263
N 1.468 0.010 0.073
H -0.454 -0.530 0.810
H -0.515 0.874 -0.386
H -0.132 -0.583 -0.962

Values from the calculation:
* orbital gap (alpha / beta): 7.4 / 7.3 eV
* HOMO (alpha / beta): -17.82 / -17.77 eV
* spin multiplicity: 1
* charge: +1
* LUMO level (alpha / beta): -10.43 / -10.46 eV
* electronic energy: -296.46412 a.u.
* energy above the lowest of the compared OMol25 structures with the same formula, charge and spin: 101.2 kcal per mole